# 1
The following is a DFT calculation (ωB97M-V/def2-TZVPD) of C27H26N6O6Pd as an isolated structure.

Last column: Mulliken spin population.
Atoms and positions in Å:
Pd: -0.443 -0.642 -1.878  0.837
C: -1.422 0.439 9.112  0.001
O: -0.794 0.654 7.856  0.014
C: -1.451 1.382 6.934  0.054
C: -0.799 1.526 5.702  -0.026
C: -1.389 2.236 4.686  0.042
C: -2.644 2.828 4.885  0.003
C: -3.256 2.740 6.128  0.055
C: -2.683 1.997 7.148  -0.019
N: -3.309 3.617 3.919  0.140
N: -3.168 3.415 2.702  0.006
C: -2.771 2.260 2.090  0.274
C: -3.188 0.981 2.545  -0.115
C: -2.887 -0.146 1.855  0.184
C: -2.108 -0.106 0.635  0.048
O: -1.756 -1.129 0.052  0.211
C: -1.747 1.236 0.112  0.045
N: -1.083 1.280 -1.060  0.017
C: -0.724 2.462 -1.538  0.047
C: -1.023 3.662 -0.893  -0.032
C: -1.713 3.632 0.292  0.084
C: -2.087 2.388 0.825  0.013
H: -0.757 -0.213 9.670  0.000
H: -2.390 -0.050 8.988  0.000
H: -1.548 1.379 9.653  0.000
H: 0.175 1.073 5.580  -0.002
H: -0.867 2.354 3.745  -0.004
H: -4.197 3.251 6.280  0.000
H: -3.188 1.919 8.098  -0.001
H: -3.759 0.923 3.462  -0.001
H: -3.194 -1.124 2.199  -0.003
H: -0.170 2.452 -2.468  0.002
H: -0.714 4.597 -1.338  -0.001
H: -1.977 4.540 0.816  0.007
O: 2.675 -7.014 -2.303  0.000
C: 3.212 -5.914 -2.119  -0.001
O: 4.406 -5.561 -2.068  0.000
C: 2.251 -4.729 -2.025  -0.003
C: 2.088 -4.031 -0.830  0.008
C: 1.302 -2.900 -0.801  0.006
N: 0.700 -2.413 -1.893  0.074
C: 0.823 -3.092 -3.043  0.031
C: 1.565 -4.250 -3.140  -0.003
C: 0.226 -2.410 -4.261  -0.025
O: 0.669 -2.743 -5.377  0.008
O: -0.595 -1.472 -4.039  0.012
H: 2.604 -4.357 0.063  0.000
H: 1.164 -2.331 0.110  0.006
H: 1.642 -4.747 -4.097  0.000
N: 2.526 -0.773 -5.801  0.000
C: 3.149 -1.122 -4.471  0.003
C: 3.342 0.117 -3.609  -0.002
N: 2.122 0.904 -3.496  -0.001
C: 1.688 1.351 -4.811  -0.002
C: 1.379 0.204 -5.750  0.004
H: 2.144 -1.645 -6.196  0.000
H: 3.255 -0.402 -6.408  0.000
H: 4.076 -1.654 -4.683  0.000
H: 2.470 -1.816 -3.988  0.000
H: 4.140 0.757 -4.001  0.000
H: 3.655 -0.217 -2.620  0.000
H: 1.410 0.315 -3.044  0.008
H: 2.463 2.014 -5.211  0.000
H: 0.776 1.944 -4.721  0.000
H: 1.187 0.517 -6.776  0.000
H: 0.516 -0.345 -5.383  -0.007

Its multiplicity is 3. Its expectation value of S² is 2.0835. The calculation puts the energy above the lowest of the compared OMol25 structures with the same formula, charge and spin at 3.8 kcal per mole. As for the total charge: 0. The largest force on an atom comes out at 0.53 eV/A. The highest occupied orbital energy (spin up / spin down) comes out at -7.05 / -7.05 eV. The calculation puts the lowest unoccupied orbital energy (spin up / spin down) at -1.5 / -2.9 eV.

***

# 2
The following is a DFT calculation (ωB97M-V/def2-TZVPD) of C24H21BrN4O2SbV as an isolated structure.

Last column: Mulliken spin population.
Atoms and positions in Å:
V: -0.777 -0.015 -0.046  2.887
C: -3.919 -0.265 0.381  0.101
C: -3.675 0.185 -1.029  -0.011
C: -4.718 0.422 -1.912  -0.009
C: -4.437 0.835 -3.200  0.020
C: -3.113 1.003 -3.579  -0.019
C: -2.108 0.752 -2.659  0.031
N: -2.392 0.348 -1.401  -0.031
Sb: -0.052 1.025 -3.286  0.005
C: 0.451 2.234 -1.576  0.057
C: 1.224 3.362 -1.773  -0.010
C: 1.448 4.219 -0.703  0.016
C: 0.858 3.940 0.512  -0.013
C: 0.090 2.791 0.654  0.041
C: -0.575 2.452 1.955  0.004
N: -0.082 1.945 -0.374  -0.053
C: 0.567 -0.905 -2.559  0.057
C: 1.409 -1.665 -3.347  -0.010
C: 1.713 -2.962 -2.950  0.016
C: 1.131 -3.464 -1.805  -0.013
C: 0.291 -2.655 -1.050  0.041
C: -0.367 -3.162 0.199  0.004
N: 0.041 -1.389 -1.417  -0.054
H: -4.981 -0.369 0.588  0.006
H: -3.513 0.456 1.096  -0.007
H: -3.451 -1.235 0.567  -0.007
H: -5.738 0.281 -1.581  0.001
H: -5.238 1.025 -3.902  0.001
H: -2.863 1.326 -4.581  0.000
H: 1.642 3.575 -2.748  0.000
H: 2.059 5.104 -0.825  0.001
H: 0.982 4.601 1.358  0.000
H: -0.807 3.355 2.516  0.001
H: 0.064 1.816 2.567  -0.002
H: -1.516 1.918 1.788  -0.004
H: 1.819 -1.257 -4.261  0.000
H: 2.379 -3.576 -3.542  0.001
H: 1.318 -4.480 -1.483  0.000
H: -0.526 -4.237 0.141  0.001
H: -1.344 -2.693 0.346  -0.004
H: 0.241 -2.947 1.077  -0.002
Br: 2.113 -1.932 6.447  0.000
C: 2.800 -1.386 4.778  -0.001
C: 4.173 -1.277 4.597  0.001
N: 4.715 -0.896 3.443  0.000
C: 3.898 -0.613 2.433  -0.002
C: 2.513 -0.695 2.527  0.005
C: 1.950 -1.092 3.731  0.000
C: 1.669 -0.357 1.340  -0.007
O: 2.179 -0.010 0.285  0.015
O: 0.373 -0.461 1.515  -0.058
H: 4.851 -1.504 5.410  0.000
H: 4.350 -0.305 1.499  0.001
H: 0.877 -1.166 3.839  0.000

Its multiplicity is 4. Its expectation value of S² is 3.7599. The calculation puts the energy above the lowest of the compared OMol25 structures with the same formula, charge and spin at 0.0 kcal per mole. As for the total charge: +1. The largest force on an atom comes out at 0.50 eV/A. The highest occupied orbital energy (spin up / spin down) comes out at -10.83 / -11.17 eV. The calculation puts the lowest unoccupied orbital energy (spin up / spin down) at -3.0 / -3.3 eV.

***

# 3
The following is a DFT calculation (ωB97M-V/def2-TZVPD) of a 3-piece molecular cluster, C3H11NO4 overall at a distorted geometry.

Last column: natural (NBO) charge in e.
Atoms and positions in Å:
O: -1.582 -0.009 -1.247  -0.640
C: -1.009 0.284 -0.211  0.703
N: 0.080 1.138 -0.285  -0.654
C: 1.027 1.384 0.773  0.087
O: 1.485 0.226 1.454  -0.719
C: -1.476 -0.170 1.131  -0.742
H: 0.413 1.292 -1.225  0.421
H: 0.632 2.047 1.546  0.168
H: 1.887 1.901 0.353  0.171
H: 1.650 -0.443 0.775  0.475
H: -2.092 0.543 1.678  0.238
H: -0.670 -0.370 1.826  0.252
H: -1.938 -1.139 1.019  0.248
H: 0.268 0.241 -4.208  0.469
H: -0.413 0.105 -2.854  0.496
O: 0.465 0.176 -3.263  -0.976
H: 1.382 -2.912 1.630  0.474
H: 0.412 -2.310 2.681  0.477
O: 0.549 -2.440 1.730  -0.947

The calculation puts the energy above the lowest of the compared OMol25 structures with the same formula, charge and spin at 29.3 kcal per mole. As for the total charge: 0. The largest force on an atom comes out at 1.27 eV/A. The highest occupied orbital energy comes out at -9.88 eV. The calculation puts the lowest unoccupied orbital energy at 0.6 eV.

***

# 4
The following is a DFT calculation (ωB97M-V/def2-TZVPD) of a single C6H10O molecule.

Last column: natural (NBO) charge in e.
Atoms and positions in Å:
C: -0.354 2.004 -0.199  -0.608
C: 0.243 0.846 0.586  -0.210
C: -0.709 -0.302 1.059  -0.406
C: 0.059 -1.300 0.188  0.248
O: 0.308 -2.571 0.689  -0.689
C: 0.054 -0.836 -1.229  -0.472
C: 0.985 -0.190 -0.223  -0.238
H: -1.004 2.611 0.436  0.209
H: -0.954 1.651 -1.047  0.201
H: 0.434 2.650 -0.605  0.210
H: 0.867 1.219 1.403  0.206
H: -1.783 -0.176 0.875  0.198
H: -0.541 -0.536 2.114  0.223
H: 0.474 -3.167 -0.051  0.477
H: 0.714 -1.247 -1.981  0.227
H: -0.842 -0.356 -1.629  0.208
H: 2.051 -0.299 -0.386  0.215

The calculation puts the energy above the lowest of the compared OMol25 structures with the same formula, charge and spin at 35.5 kcal per mole. As for the total charge: 0. The largest force on an atom comes out at 0.93 eV/A. The highest occupied orbital energy comes out at -8.98 eV. The calculation puts the lowest unoccupied orbital energy at 1.0 eV.

***

# 5
The following is a DFT calculation (ωB97M-V/def2-TZVPD) of C42H37P2TeTl as an isolated structure at a distorted geometry.

Last column: Löwdin charge in e.
Atoms and positions in Å:
C: -0.561 1.511 -2.699  -0.125
C: 0.580 1.765 -1.923  -0.373
C: 1.849 1.679 -2.543  -0.065
C: 1.973 1.382 -3.898  -0.059
C: 0.827 1.207 -4.703  -0.036
C: -0.433 1.316 -4.048  -0.132
P: 0.363 2.279 -0.222  0.982
C: 1.874 3.181 0.178  -0.374
C: 2.906 2.499 0.861  -0.112
C: 4.093 3.170 1.137  -0.059
C: 4.292 4.506 0.761  -0.036
C: 3.258 5.167 0.086  -0.048
C: 2.056 4.516 -0.221  -0.057
Tl: 0.281 -0.103 1.116  0.539
P: -0.465 -2.142 -0.507  0.986
C: 0.836 -2.107 -1.755  -0.371
C: 0.580 -2.282 -3.134  -0.074
C: 1.661 -2.356 -4.030  -0.055
C: 2.981 -2.186 -3.570  -0.050
C: 3.237 -1.933 -2.212  -0.057
C: 2.168 -1.880 -1.314  -0.114
C: -0.253 -3.550 0.654  -0.373
C: -1.053 -3.543 1.822  -0.123
C: -0.936 -4.558 2.755  -0.066
C: 0.037 -5.553 2.610  -0.041
C: 0.806 -5.581 1.440  -0.053
C: 0.642 -4.621 0.428  -0.060
C: -2.117 -2.042 -1.220  -0.363
C: -2.923 -0.898 -0.944  -0.106
C: -4.230 -0.820 -1.433  -0.067
C: -4.745 -1.842 -2.243  -0.040
C: -3.942 -2.968 -2.546  -0.042
C: -2.638 -3.076 -2.027  -0.077
C: -1.073 3.374 -0.105  -0.360
C: -1.559 4.200 -1.141  -0.072
C: -2.736 4.943 -0.934  -0.048
C: -3.456 4.867 0.269  -0.040
C: -2.942 4.066 1.294  -0.067
C: -1.777 3.325 1.125  -0.101
H: -1.805 -2.763 1.979  0.111
H: -1.638 -4.588 3.595  0.123
H: 0.173 -6.315 3.386  0.124
H: 1.526 -6.388 1.292  0.119
H: 1.152 -4.706 -0.541  0.117
H: -0.453 -2.383 -3.498  0.083
H: 1.467 -2.525 -5.103  0.123
H: 3.818 -2.236 -4.284  0.124
H: 4.265 -1.776 -1.857  0.123
H: 2.369 -1.665 -0.255  0.077
H: -2.527 -0.071 -0.332  0.076
H: -4.859 0.046 -1.185  0.120
H: -5.773 -1.772 -2.640  0.126
H: -4.344 -3.765 -3.182  0.121
H: -2.026 -3.972 -2.232  0.126
H: -1.039 4.255 -2.110  0.122
H: -3.106 5.594 -1.729  0.119
H: -4.393 5.430 0.412  0.127
H: -3.465 4.023 2.249  0.117
H: -1.424 2.694 1.953  0.091
H: 2.801 1.438 1.128  0.040
H: 4.897 2.625 1.624  0.116
H: 5.233 5.023 0.988  0.125
H: 3.379 6.215 -0.210  0.121
H: 1.264 5.032 -0.778  0.115
H: 2.736 1.895 -1.945  0.111
H: 2.980 1.313 -4.349  0.126
H: 0.925 1.003 -5.778  0.122
H: -1.427 1.278 -4.524  0.092
H: -1.591 1.532 -2.319  0.113
H: -1.082 -0.899 -5.337  0.080
H: -1.588 -0.599 -4.842  0.060
Te: 2.007 -1.132 3.207  0.967
C: 0.922 -0.653 4.924  -0.652
C: 1.246 -1.634 5.903  -0.195
C: 0.579 -1.614 7.135  -0.062
C: -0.386 -0.607 7.400  -0.065
C: -0.605 0.442 6.479  -0.065
C: -0.022 0.368 5.183  -0.128
H: 1.987 -2.381 5.630  0.065
H: 0.823 -2.375 7.893  0.120
H: -0.952 -0.658 8.346  0.117
H: -1.248 1.311 6.795  0.126
H: -0.257 1.048 4.364  0.075

The calculation puts the energy above the lowest of the compared OMol25 structures with the same formula, charge and spin at 1.0 kcal per mole. As for the total charge: +2. The largest force on an atom comes out at 1.58 eV/A. The highest occupied orbital energy (spin up / spin down) comes out at -12.77 / -12.77 eV. The calculation puts the lowest unoccupied orbital energy (spin up / spin down) at -7.4 / -7.4 eV.

***

# 6
The following is a DFT calculation (ωB97M-V/def2-TZVPD) of a single C5H6O2 molecule at a distorted geometry.

Last column: natural (NBO) charge in e.
Atoms and positions in Å:
O: 2.610 1.291 -0.065  -0.690
C: 2.223 -0.028 -0.372  -0.138
C: 0.767 -0.229 -0.422  -0.010
C: -0.433 -0.427 -0.466  -0.048
C: -1.896 -0.023 0.918  -0.085
C: -1.974 -0.458 -0.467  -0.020
O: -2.671 0.431 -1.121  -0.511
H: 2.161 1.560 0.745  0.469
H: 2.656 -0.755 0.333  0.192
H: 2.649 -0.243 -1.356  0.217
H: -1.722 1.039 1.054  0.212
H: -2.122 -0.632 1.797  0.202
H: -2.246 -1.527 -0.578  0.210

The calculation puts the energy above the lowest of the compared OMol25 structures with the same formula, charge and spin at 152.0 kcal per mole. As for the total charge: 0. The largest force on an atom comes out at 1.92 eV/A. The highest occupied orbital energy (spin up / spin down) comes out at -8.20 / -9.95 eV. The calculation puts the lowest unoccupied orbital energy (spin up / spin down) at -1.7 / -1.1 eV.